The following is a quantum chemistry calculation of a 2-piece molecular cluster, C12H8BrF3IO7S overall at a distorted geometry, from the OMol25 dataset.

Values from the calculation:
- Frontier orbital gap: 4.53 eV
- Charge: -1

Geometry (Å):
O (1.38938, 1.56861, 5.06664)
C (0.38729, 1.43554, 4.45476)
C (0.02778, 0.15452, 3.63476)
C (0.00938, 0.54449, 2.14960)
C (-1.09184, 0.66715, 1.41241)
C (-2.48479, 0.41668, 2.01591)
C (-3.64650, 0.77568, 1.05700)
O (-4.12213, 1.82957, 0.98117)
Br (-4.30241, -0.65444, -0.11943)
C (-0.86594, 1.03144, -0.06814)
O (-1.51865, 1.81803, -0.66273)
C (0.33406, 0.31074, -0.73099)
I (0.12379, -0.44054, -2.72730)
C (1.43871, 0.18844, 0.02728)
S (2.94328, -0.65286, -0.54442)
O (3.43962, -0.10968, -1.77110)
O (3.87611, -0.65696, 0.55158)
C (2.43152, -2.46106, -0.75089)
F (1.19396, -2.62673, -0.24863)
F (3.22628, -3.26943, -0.05569)
F (2.43509, -2.84458, -2.01142)
C (1.37042, 0.77142, 1.45381)
O (2.25950, 1.36582, 1.95510)
H (-0.36624, 2.26778, 4.39173)
H (0.80047, -0.62891, 3.76078)
H (-0.94357, -0.22397, 3.99781)
H (-2.55715, -0.68262, 2.17460)
H (-2.60878, 0.87021, 3.01382)
C (-0.62568, -0.17712, -6.48581)
O (-0.53896, -0.98888, -5.41690)
H (0.21799, 0.53611, -6.64718)
H (-0.68711, -0.67544, -7.48125)
H (-1.50577, 0.50958, -6.52576)



The following is a quantum chemistry calculation of C12H8Cl2F6NO6Zn as an isolated structure at a distorted geometry, from the OMol25 dataset.

Values from the calculation:
- Frontier orbital gap: 8.78 eV
- Charge: -1

Geometry (Å):
Zn (-0.45540, 0.19977, 0.62508)
O (2.92315, 5.20606, -0.32502)
C (2.08826, 4.12914, -0.24528)
C (0.64962, 4.16628, -0.13069)
C (0.02579, 2.97386, 0.23622)
N (0.65718, 1.83794, 0.32750)
C (2.00403, 1.76863, 0.06649)
C (2.72399, 2.88847, -0.25450)
C (2.51500, 0.37215, 0.00417)
O (3.70623, 0.02248, -0.14245)
O (1.52352, -0.45044, 0.25870)
C (-1.42440, 2.91858, 0.52161)
O (-2.11514, 3.94395, 0.35762)
O (-1.78487, 1.69231, 0.83687)
H (2.57501, 5.96752, 0.14916)
H (0.18724, 5.10557, -0.27818)
H (3.76272, 2.77944, -0.56638)
Cl (2.13618, -3.56921, -1.44779)
C (3.54024, -3.02747, -0.45162)
Cl (3.42757, -3.68005, 1.21135)
H (3.50333, -1.94136, -0.34795)
H (4.43795, -3.40522, -0.96131)
C (-3.62740, -1.20349, 0.57871)
C (-2.34215, -2.00890, 0.33734)
O (-1.29457, -1.40377, 0.98671)
C (-2.51399, -3.48885, 0.67251)
F (-2.25651, -3.72252, 1.99093)
F (-3.78085, -3.95957, 0.42640)
F (-1.64176, -4.27009, -0.03385)
C (-1.86579, -1.81230, -1.23065)
F (-0.57453, -2.09457, -1.53867)
F (-2.71959, -2.46055, -2.06542)
F (-2.01494, -0.42212, -1.51992)
H (-3.97336, -1.29499, 1.61586)
H (-4.42930, -1.61184, -0.02539)
H (-3.57245, -0.14485, 0.36183)



The following is a quantum chemistry calculation of C12H9CoN2S5Se3Te2 as an isolated structure, from the OMol25 dataset.

Values from the calculation:
- Frontier orbital gap: 5.47 eV
- Energy above the lowest of the compared OMol25 structures with the same formula, charge and spin: 0.000 eV
- Charge: -2

Geometry (Å):
Co (-0.36928, 1.40593, 0.64061)
Se (-2.17492, 2.48373, 1.74431)
Te (-1.86076, 3.75664, 3.84049)
Te (0.58957, 5.37000, 0.95387)
Se (-0.90380, 3.64308, -0.01845)
S (1.80739, -1.93999, 6.63172)
C (1.28350, -1.15499, 5.24271)
S (0.34160, -1.90072, 4.02448)
C (0.26395, -0.56861, 2.91310)
C (0.90424, 0.55088, 3.29850)
S (0.98923, 1.99902, 2.32565)
S (1.68218, 0.46080, 4.85303)
S (-0.58289, -0.69831, 1.37582)
N (2.06426, 2.34418, -0.66335)
C (3.22748, 2.03527, -1.25161)
C (3.26113, 0.66575, -1.38928)
C (2.04739, 0.22682, -0.83290)
N (1.33951, 1.25674, -0.40424)
H (1.73352, 3.26214, -0.35848)
H (3.93225, 2.80601, -1.51093)
H (4.04892, 0.07104, -1.81625)
H (1.66732, -0.76614, -0.69070)
Se (-1.85123, 0.95630, -1.26154)
C (-1.95233, -0.88616, -1.85349)
C (-1.10085, -1.93661, -1.51243)
C (-1.24732, -3.19763, -2.07065)
C (-2.24652, -3.45950, -2.99796)
C (-3.10817, -2.42737, -3.34560)
C (-2.96451, -1.17165, -2.77827)
H (-0.33626, -1.77258, -0.77446)
H (-0.56997, -3.98842, -1.76705)
H (-2.35755, -4.44503, -3.43382)
H (-3.90628, -2.60192, -4.05918)
H (-3.65080, -0.37870, -3.05365)



The following is a quantum chemistry calculation of C12H9F5InN4O2 as an isolated structure, from the OMol25 dataset.

Values from the calculation:
- Frontier orbital gap: 8.97 eV
- Charge: +1

Geometry (Å):
In (0.01087, -0.27705, -0.29455)
N (1.99641, -0.60552, 0.73006)
N (1.99326, -2.00435, 0.97729)
C (1.26435, -2.86674, 0.09691)
O (1.57977, -4.01880, 0.04370)
O (0.29143, -2.27848, -0.56941)
H (2.77214, -0.30967, 0.13784)
H (2.08313, -0.13128, 1.62405)
H (2.89499, -2.38595, 1.22845)
N (-1.05102, 1.97631, 1.73246)
C (-1.37362, 0.75008, 2.24717)
C (-1.87168, 0.60380, 3.54442)
C (-2.16208, -0.65308, 4.00749)
C (-1.96713, -1.77403, 3.19039)
C (-1.45592, -1.57766, 1.94419)
N (-1.14077, -0.32899, 1.47881)
H (-1.29143, 2.78096, 2.28842)
H (-1.15724, 2.13802, 0.74273)
H (-2.04048, 1.48212, 4.15204)
H (-2.55670, -0.77258, 5.00852)
H (-2.20149, -2.77264, 3.52655)
H (-1.25993, -2.39821, 1.26731)
F (2.25207, 1.79000, -1.26779)
C (1.39368, 1.54877, -2.28186)
C (0.25656, 0.79835, -2.05795)
C (-0.57984, 0.56478, -3.13336)
F (-1.69119, -0.16400, -2.96765)
C (-0.30816, 1.06292, -4.39199)
F (-1.12069, 0.84005, -5.41206)
C (0.83837, 1.81689, -4.57756)
F (1.10888, 2.30889, -5.77147)
C (1.70101, 2.06585, -3.52362)
F (2.79245, 2.79125, -3.71954)



The following is a quantum chemistry calculation of a single C12H9N molecule at a distorted geometry, from the OMol25 dataset.

Values from the calculation:
- Frontier orbital gap: 9.20 eV
- Energy above the lowest of the compared OMol25 structures with the same formula, charge and spin: 2.311 eV

Geometry (Å):
C (3.22017, 0.05992, -0.23281)
C (2.82581, -1.31081, -0.06921)
C (1.44692, -1.46877, 0.34616)
C (0.59404, -0.35177, 0.16544)
C (0.95828, 0.92991, -0.00481)
C (2.29780, 1.13059, -0.12828)
C (-0.27585, 1.88250, 0.08536)
C (-1.40021, 0.92071, -0.00751)
C (-2.81892, 1.05936, 0.05227)
N (-3.64947, -0.03422, 0.04794)
C (-3.16741, -1.23796, -0.18776)
C (-1.74270, -1.47116, -0.13908)
C (-0.91241, -0.40253, -0.00472)
H (4.27734, 0.22236, -0.19223)
H (3.40164, -2.11563, -0.13400)
H (0.99497, -2.45617, 0.77915)
H (2.55787, 2.20012, 0.14252)
H (-0.16138, 2.44528, -0.99364)
H (-0.02551, 2.52614, 0.97643)
H (-3.26801, 2.07208, 0.02558)
H (-3.80816, -2.15641, -0.18411)
H (-1.34482, -2.44352, -0.34272)



The following is a quantum chemistry calculation of a single C12H9NO molecule at a distorted geometry, from the OMol25 dataset.

Values from the calculation:
- Frontier orbital gap: 8.38 eV
- Energy above the lowest of the compared OMol25 structures with the same formula, charge and spin: 4.524 eV

Geometry (Å):
C (1.47730, 3.16863, 1.40679)
O (1.50328, 1.84942, 1.38759)
C (0.54590, 1.30250, 0.59532)
C (0.10520, 2.09367, -0.47067)
C (-0.68647, 1.38980, -1.43806)
C (-0.88691, -0.00940, -1.39029)
C (-2.07295, -0.52944, -2.22051)
N (-2.78940, -1.47027, -2.64680)
C (-0.39850, -0.90581, -0.42204)
C (-0.80390, -2.29735, -0.01667)
C (-0.01720, -2.83638, 0.89172)
C (1.26652, -2.22292, 1.49746)
C (1.29539, -0.81566, 1.45044)
C (0.40625, -0.12325, 0.54812)
H (2.39108, 3.39303, 1.95158)
H (0.54166, 3.77624, 1.68946)
H (1.71153, 3.71190, 0.31672)
H (0.28951, 3.15128, -0.97867)
H (-0.94997, 1.90956, -2.52969)
H (-1.76029, -2.66653, -0.53365)
H (-0.26739, -3.87453, 1.01578)
H (1.92701, -2.95938, 2.00103)
H (2.23258, -0.23129, 1.90476)



What is the formula in the second record? C12H8Cl2F6NO6Zn



frontier orbital gap of number 4 (C12H9F5InN4O2)? 8.97 eV